{
  "formula": "C12H26BNO4",
  "method": "wB97M-V/def2-TZVPD",
  "elements": ["C", "C", "C", "C", "C", "C", "C", "O", "C", "O", "N", "C", "C", "C", "B", "O", "O", "C", "H", "H", "H", "H", "H", "H", "H", "H", "H", "H", "H", "H", "H", "H", "H", "H", "H", "H", "H", "H", "H", "H", "H", "H", "H", "H"],
  "xyz": [[-1.99873, 4.22437, 1.68513], [-0.69589, 3.41135, 1.77209], [-0.88477, 1.97838, 2.27058], [-1.57425, 0.97694, 1.30925], [-2.06410, 1.51903, -0.03930], [-2.32880, 0.39862, -1.06150], [-1.41319, 0.38608, -2.28337], [-0.35709, -0.59103, -2.17642], [0.56328, -0.33592, -1.21576], [0.77696, 0.76625, -0.79109], [1.22619, -1.50384, -0.80965], [0.59768, -2.81198, -1.07512], [0.78002, -3.75047, 0.12171], [-0.38322, -3.72594, 1.12541], [2.68340, -1.45344, -0.89302], [3.36240, -2.53807, -1.43551], [3.33965, -0.34776, -0.45754], [4.37910, 0.23290, -1.23267], [-2.84584, 3.66030, 2.08078], [-1.93110, 5.15166, 2.25367], [-2.24448, 4.49988, 0.65941], [-0.00333, 3.90869, 2.45328], [-0.18797, 3.39792, 0.80722], [-1.43566, 2.01484, 3.21404], [0.10305, 1.58466, 2.51722], [-2.44151, 0.54204, 1.81487], [-0.88978, 0.14574, 1.12772], [-1.32979, 2.20585, -0.45786], [-2.99085, 2.07152, 0.12451], [-2.21599, -0.56952, -0.56198], [-3.35793, 0.44233, -1.42105], [-1.95403, 0.09084, -3.17846], [-0.96687, 1.36501, -2.46223], [-0.45894, -2.64341, -1.25344], [1.00733, -3.25811, -1.98136], [0.92957, -4.76474, -0.25093], [1.69857, -3.47278, 0.64453], [-1.28160, -3.29372, 0.68182], [-0.14740, -3.14513, 2.01661], [-0.63744, -4.73237, 1.45640], [3.63610, -3.22569, -0.82670], [5.08814, -0.52180, -1.57693], [4.89924, 0.95319, -0.60683], [3.94986, 0.75736, -2.08751]],
  "total_charge": 0,
  "homo_lumo_gap_ev": 10.38,
  "e_above_lowest_kcal_mol": 0.0,
  "e_homo_ev": -9.81
}



{
  "formula": "C12H26Cl3FNO3S",
  "method": "wB97M-V/def2-TZVPD",
  "elements": ["C", "C", "O", "C", "C", "S", "C", "C", "F", "O", "C", "C", "N", "C", "C", "C", "O", "H", "H", "H", "H", "H", "H", "H", "H", "H", "H", "H", "H", "H", "H", "H", "H", "H", "H", "H", "H", "H", "H", "H", "H", "H", "C", "Cl", "Cl", "Cl", "H"],
  "xyz": [[5.34695, -1.76517, 0.58182], [5.25110, -1.80349, -0.92333], [4.31668, -0.89269, -1.54055], [3.71749, 0.06435, -0.74131], [2.89885, 0.92633, -1.73321], [1.33000, 1.33079, -0.94924], [1.60047, 2.76166, 0.12486], [2.96803, 2.83156, 0.74443], [3.92018, 3.17313, -0.18694], [0.40322, 1.90820, -2.10877], [-0.95128, 1.34435, -2.06212], [-1.80974, 1.94088, -0.96306], [-3.08564, 1.24332, -0.97809], [-3.65194, 0.91446, 0.33355], [-3.77896, -0.58456, 0.52410], [-4.74164, -1.19287, -0.47520], [-4.33194, -0.82882, 1.82580], [6.02593, -2.52874, 0.92626], [4.40555, -1.95226, 1.07960], [5.74836, -0.82993, 0.94676], [4.92834, -2.79323, -1.20591], [6.23475, -1.62679, -1.32989], [3.02461, -0.36398, -0.01553], [4.42074, 0.72872, -0.25551], [2.68477, 0.35723, -2.62558], [3.42914, 1.83080, -1.97900], [1.32010, 3.65011, -0.42778], [0.88715, 2.65397, 0.92957], [2.97065, 3.56896, 1.53617], [3.19850, 1.88122, 1.21726], [-0.87649, 0.27755, -1.89344], [-1.42972, 1.54049, -3.00498], [-1.32256, 1.91314, 0.00451], [-1.95645, 2.99265, -1.20946], [-3.75742, 1.80292, -1.48126], [-4.63958, 1.33486, 0.46727], [-3.04841, 1.30247, 1.15503], [-2.80665, -1.06840, 0.44335], [-4.83535, -0.59120, -1.36211], [-4.42610, -2.19583, -0.72241], [-5.70096, -1.27602, 0.01469], [-3.82122, -0.27065, 2.43515], [-4.03417, -4.23323, 3.00032], [-2.82043, -4.34089, 1.71951], [-5.54392, -4.98114, 2.48845], [-3.43773, -4.96964, 4.48776], [-4.22325, -3.18455, 3.18842]],
  "total_charge": 1,
  "homo_lumo_gap_ev": 9.01,
  "e_homo_ev": -12.33
}



{
  "formula": "C12H26FNO3P",
  "method": "wB97M-V/def2-TZVPD",
  "elements": ["C", "C", "C", "C", "C", "P", "O", "C", "N", "C", "C", "F", "H", "H", "H", "H", "H", "H", "H", "H", "H", "H", "H", "H", "H", "H", "H", "H", "C", "O", "C", "C", "O", "C", "H", "H", "H", "H", "H", "H", "H", "H", "H", "H"],
  "xyz": [[2.21440, -1.16560, 2.61956], [0.93175, -1.43084, 1.83239], [1.19412, -1.70344, 0.34489], [1.17132, -0.44330, -0.57869], [1.25224, 0.93953, 0.11644], [2.46254, -0.47360, -1.80037], [1.99505, 0.40179, -3.10126], [0.89540, -0.02220, -3.68795], [-0.13596, -0.27370, -4.12753], [3.00277, -2.08434, -2.48013], [4.09145, -1.86110, -3.54334], [3.48672, -2.85418, -1.44723], [2.90073, -2.00155, 2.46386], [2.02953, -1.12104, 3.69115], [2.73722, -0.25901, 2.31513], [0.50002, -2.34873, 2.23476], [0.18001, -0.65619, 1.98165], [0.41625, -2.36930, -0.02996], [2.12430, -2.26539, 0.27330], [0.21942, -0.44657, -1.11872], [0.31217, 1.12685, 0.62904], [2.10372, 1.00833, 0.78818], [1.38157, 1.71950, -0.64044], [3.57737, 0.23564, -1.35539], [2.13943, -2.58082, -2.93346], [3.96442, -2.54239, -4.37776], [4.13068, -0.82891, -3.89208], [5.04695, -2.06402, -3.05943], [-4.08938, 3.44202, 1.82298], [-4.70827, 2.47717, 0.99067], [-3.92036, 2.08115, -0.11426], [-3.28435, 0.72809, 0.11446], [-2.32442, 0.76211, 1.16627], [-2.81996, 0.23536, 2.38954], [-4.70614, 3.54548, 2.71315], [-3.08352, 3.13293, 2.12026], [-4.03433, 4.41199, 1.31858], [-3.15021, 2.82980, -0.32936], [-4.57931, 2.01436, -0.98521], [-2.76486, 0.42042, -0.79994], [-4.05691, -0.01508, 0.33008], [-2.92945, -0.85220, 2.32410], [-3.78006, 0.67999, 2.65546], [-2.09405, 0.47100, 3.16660]],
  "total_charge": 1,
  "homo_lumo_gap_ev": 7.51,
  "e_homo_ev": -11.50
}



{
  "formula": "C12H26MoO2PS5",
  "method": "wB97M-V/def2-TZVPD",
  "elements": ["Mo", "C", "C", "S", "C", "C", "S", "C", "C", "S", "H", "H", "H", "H", "H", "H", "H", "H", "H", "H", "H", "H", "C", "C", "C", "O", "P", "S", "S", "O", "C", "C", "C", "H", "H", "H", "H", "H", "H", "H", "H", "H", "H", "H", "H", "H", "H"],
  "xyz": [[-0.33542, 1.14339, -0.46296], [-2.37496, 1.78071, -3.17271], [-3.25086, 2.26563, -2.02809], [-2.86296, 1.38422, -0.47902], [-2.96845, 2.66527, 0.81511], [-2.13212, 3.91935, 0.58307], [-0.44251, 3.61902, -0.08074], [-0.50708, 4.35115, -1.77366], [0.02926, 3.44063, -2.86431], [-0.57924, 1.72004, -2.86641], [-2.51310, 2.39907, -4.06162], [-2.61828, 0.75669, -3.45698], [-4.29260, 2.03716, -2.25274], [-3.17200, 3.33428, -1.85574], [-2.67098, 2.13929, 1.72214], [-4.02027, 2.93026, 0.93500], [-1.99502, 4.44507, 1.52712], [-2.60207, 4.61763, -0.10683], [0.10305, 5.25294, -1.72230], [-1.53429, 4.65381, -1.95340], [1.11334, 3.33066, -2.81395], [-0.19944, 3.85803, -3.84737], [3.35820, -2.46218, 3.15265], [2.32490, -1.39384, 3.37302], [1.01290, -1.86140, 3.94131], [2.04194, -0.68968, 2.00964], [1.26043, -1.12298, 0.79080], [1.75567, 0.18336, -0.76075], [-0.78317, -0.69076, 0.89887], [1.50811, -2.57827, 0.43739], [0.95294, -3.43306, -0.71266], [2.07702, -3.61076, -1.69753], [0.45482, -4.69868, -0.07200], [3.67914, -2.81084, 4.13526], [4.23598, -2.07568, 2.63647], [2.95460, -3.31577, 2.60826], [2.73241, -0.55544, 3.92645], [0.59135, -2.68465, 3.35515], [0.29081, -1.04835, 4.02809], [1.19700, -2.24635, 4.94485], [0.12964, -2.85594, -1.13626], [2.92364, -4.11096, -1.22696], [2.41361, -2.66333, -2.12090], [1.72273, -4.24006, -2.51498], [1.27260, -5.22223, 0.42380], [0.05897, -5.34985, -0.85206], [-0.34023, -4.50661, 0.64848]],
  "total_charge": 3,
  "homo_lumo_gap_ev": [6.70, 7.99],
  "multiplicity": 3,
  "s2": 2.129,
  "e_homo_ev": [-19.62, -19.94]
}



{
  "formula": "C12H26NO5P2SV",
  "method": "wB97M-V/def2-TZVPD",
  "elements": ["V", "P", "C", "C", "N", "C", "C", "C", "C", "C", "P", "H", "H", "H", "H", "H", "H", "H", "H", "O", "H", "H", "O", "H", "C", "H", "H", "H", "C", "H", "H", "H", "C", "H", "H", "H", "C", "H", "H", "H", "C", "S", "O", "O", "O", "H", "H", "H"],
  "xyz": [[-0.12228, -0.31673, -0.25040], [1.47286, -1.81045, 0.69138], [2.85164, -1.40092, -0.32519], [2.59708, -0.68002, -1.52040], [1.38333, -0.02177, -1.64622], [1.22269, 0.91918, -2.58603], [2.12392, 1.06715, -3.63317], [3.30696, 0.33070, -3.61152], [3.56413, -0.50623, -2.54118], [0.02775, 1.82099, -2.46653], [-0.47100, 2.14146, -0.74648], [4.50223, -1.05003, -2.42933], [1.88298, 1.78179, -4.41678], [4.01758, 0.41882, -4.43113], [0.24278, 2.79933, -2.91027], [-0.84180, 1.37562, -2.97311], [4.24475, 0.09605, 0.73937], [3.83988, -1.85174, -0.20373], [3.04772, 1.71786, 2.08095], [4.36255, 0.90492, 1.28473], [5.29659, 0.91582, 1.53690], [0.30247, 1.31702, 0.35841], [2.21557, 2.07143, 2.48668], [1.61909, 2.20491, 1.73148], [0.38501, 3.64277, -0.26798], [0.18793, 4.41639, -1.01808], [-0.00065, 3.95283, 0.70694], [1.45911, 3.45649, -0.18189], [-2.19191, 2.61221, -0.95998], [-2.60040, 2.90501, 0.00998], [-2.21760, 3.45927, -1.66550], [-2.75530, 1.76513, -1.37024], [0.81226, -3.41938, 0.18313], [1.59987, -4.16227, 0.33871], [-0.08451, -3.67296, 0.75971], [0.54641, -3.38812, -0.87817], [1.95829, -1.91861, 2.42947], [1.08359, -2.26632, 3.00073], [2.78684, -2.63490, 2.54709], [2.25496, -0.92480, 2.79891], [-3.95666, -0.56416, 0.09336], [-2.48927, -1.57666, -0.16489], [-1.59911, -1.26998, 1.03857], [-2.88951, -2.95924, -0.26511], [-1.81121, -0.99590, -1.37675], [-4.65421, -1.13851, 0.71549], [-4.37594, -0.37040, -0.89846], [-3.70402, 0.39016, 0.57577]],
  "total_charge": 2,
  "homo_lumo_gap_ev": [4.96, 4.26],
  "multiplicity": 3,
  "e_above_lowest_kcal_mol": 0.0,
  "s2": 2.104,
  "e_homo_ev": [-14.34, -14.05]
}